Entry 1:
Below is C5H17NO2 as an isolated structure, with properties calculated with wB97M-V/def2-TZVPD.

For the highest occupied orbital energy, the calculation gives -7.56 eV. The energy relative to the best compared isomer or geometry (same formula, charge and spin) comes out at 213.4 kcal per mole.

Structure (ORCA input):
```
! wB97M-V def2-TZVPD RIJCOSX def2/J DEFGRID3
* xyz 0 1
C 2.9388 -0.1274 -0.4772
N 1.9020 0.8381 -0.1388
C -0.5013 -1.1867 0.9577
C -0.0006 -0.8674 -0.4858
C 0.6006 0.5789 -0.8288
C -0.5637 1.5965 -0.4326
H 2.8474 -0.7207 -1.4356
H 3.0096 -0.9374 0.3196
H 3.8809 0.3495 -0.4276
H 2.5110 2.0706 3.4794
H -0.6550 -2.2505 1.2641
H -1.4304 -0.6115 1.1153
H 0.2847 -0.7286 1.5642
H 0.8942 -1.5727 -0.7540
H -0.7325 -1.1973 -1.3066
H 0.8557 0.4559 -1.9085
H -0.4720 1.9088 0.5675
H -0.4111 2.6668 -0.9723
H -1.5448 1.0651 -0.7408
H -4.0439 -0.0588 0.9283
H 2.3242 1.3536 3.1463
O -3.1608 -0.0469 0.6912
H -3.1532 -1.2845 -1.9980
H -2.8229 -0.5441 -0.5618
O -2.5569 -0.7492 -1.5652
*
```

Calculated atomic charges, method Mulliken, unit e:
1 C -0.7544
2 N -0.1170
3 C -0.9703
4 C -0.4824
5 C 0.4003
6 C -1.1020
7 H 0.3419
8 H 0.3469
9 H 0.3420
10 H 0.1876
11 H 0.3132
12 H 0.2782
13 H 0.2540
14 H 0.3790
15 H 0.3272
16 H 0.3517
17 H 0.3837
18 H 0.3398
19 H 0.2265
20 H 0.1295
21 H -0.1855
22 O -0.8802
23 H 0.2346
24 H 0.3753
25 O -0.7197

---

Entry 2:
Below is a 3-piece molecular cluster, C5H17NO2 overall, with properties calculated with wB97M-V/def2-TZVPD.

For the highest occupied orbital energy, the calculation gives -8.85 eV. The energy relative to the best compared isomer or geometry (same formula, charge and spin) comes out at 25.8 kcal per mole.

Structure (ORCA input):
```
! wB97M-V def2-TZVPD RIJCOSX def2/J DEFGRID3
* xyz 0 1
C -0.1171 0.4810 -2.0849
N -0.8073 0.5260 -0.7549
C -0.0361 1.3774 0.2152
C 0.6263 0.5153 1.2867
C 1.2279 1.4267 2.3569
C 1.7721 -0.3595 0.7267
H -0.1319 -0.5631 -2.4145
H -0.7924 1.0092 -2.7547
H 0.9170 0.8041 -2.1702
H -0.8169 -0.4273 -0.4371
H 0.6972 1.8889 -0.4064
H -0.6713 2.0837 0.7472
H -0.1740 -0.1035 1.6972
H 1.8370 2.2030 1.9052
H 0.6001 1.9041 3.1129
H 1.9723 0.8895 2.9629
H 1.3417 -1.2273 0.2173
H 2.3897 0.2578 0.0795
H 2.3701 -0.8066 1.5190
O -1.0328 -2.8681 -0.7728
H -0.5934 -3.4456 -0.1347
H -1.0802 -3.2793 -1.6454
O -3.3902 -1.0661 -1.0695
H -3.6361 -0.1721 -1.3892
H -2.4717 -1.0481 -0.7925
*
```

Calculated atomic charges, method Mulliken, unit e:
1 C -0.8723
2 N -0.2763
3 C -0.8635
4 C 0.7472
5 C -1.5882
6 C -1.2253
7 H 0.2371
8 H 0.3320
9 H 0.3490
10 H 0.1869
11 H 0.3520
12 H 0.3095
13 H 0.2510
14 H 0.3629
15 H 0.3701
16 H 0.3917
17 H 0.2170
18 H 0.2671
19 H 0.4612
20 O -0.5588
21 H 0.2783
22 H 0.2918
23 O -0.7003
24 H 0.3148
25 H 0.3651

---

Entry 3:
Below is a 3-piece molecular cluster, C5H17NO2S2 overall, with properties calculated with wB97M-V/def2-TZVPD.

For the highest occupied orbital energy, the calculation gives -7.73 eV. The energy relative to the best compared isomer or geometry (same formula, charge and spin) comes out at 0.0 kcal per mole.

Structure (ORCA input):
```
! wB97M-V def2-TZVPD RIJCOSX def2/J DEFGRID3
* xyz 0 1
C 0.0682 -3.3851 0.4221
C -0.1668 -2.1882 1.3320
S -1.7718 -1.3934 1.0444
S -1.8016 -0.7487 -0.9172
C -0.1514 -0.2328 -1.4608
C 0.1590 1.2473 -1.4251
C -0.8872 2.1315 -2.0875
N 0.5915 1.6823 -0.0925
H 0.9191 -3.9432 0.8351
H 0.4018 -3.1051 -0.5703
H -0.7392 -4.1133 0.4352
H 0.6409 -1.4827 1.1941
H -0.0717 -2.4389 2.3852
H -0.0951 -0.5704 -2.4929
H 0.6647 -0.8149 -1.0346
H 1.0428 1.3358 -2.0665
H -1.7259 2.2677 -1.3965
H -1.3714 1.5501 -2.8842
H -0.6265 3.0454 -2.6147
H 0.0973 1.1596 0.6329
H 0.3887 2.6614 0.0296
O -0.8864 2.5638 2.6548
H -1.3072 1.9256 3.2473
H -1.3810 3.3861 2.7656
O 2.5003 -0.5157 0.6168
H 3.3725 -0.3948 1.0080
H 2.1361 0.3707 0.4394
*
```

Calculated atomic charges, method Mulliken, unit e:
1 C -1.0585
2 C -0.0800
3 S -0.1361
4 S -0.0178
5 C -0.9320
6 C 0.6237
7 C -1.5405
8 N -0.5240
9 H 0.3481
10 H 0.2722
11 H 0.3003
12 H -0.0133
13 H 0.4154
14 H 0.4105
15 H 0.2703
16 H 0.1046
17 H 0.4012
18 H 0.3606
19 H 0.3670
20 H 0.1829
21 H 0.2362
22 O -0.6096
23 H 0.3062
24 H 0.2990
25 O -0.6473
26 H 0.2683
27 H 0.3925

---

Entry 4:
Below is C5H18AlN2O4 as an isolated structure, with properties calculated with wB97M-V/def2-TZVPD.

For the highest occupied orbital energy, the calculation gives -4.23 eV.

Structure (ORCA input):
```
! wB97M-V def2-TZVPD RIJCOSX def2/J DEFGRID3
* xyz -1 1
N 3.2374 0.4871 1.6808
C 2.7538 1.0959 0.8273
O 2.4111 1.4542 -0.3884
Al 0.8581 0.4784 -0.9159
C -0.7297 1.3929 -0.0314
N -2.0044 0.6047 -0.1280
H 1.0179 -1.0324 -0.3659
H 0.7354 0.3867 -2.5196
H -0.8432 2.4203 -0.4776
H -0.4973 1.5279 1.0633
H -1.9570 -0.0872 -0.8779
H -2.1413 0.1488 0.7802
C 6.6322 1.8766 1.6986
O 6.6304 0.5112 1.3167
H 7.4745 2.3759 1.2200
H 5.7018 2.3510 1.3772
H 6.7353 1.9565 2.7849
H 5.8745 0.0974 1.7537
C -4.0939 -0.6216 -3.5600
O -2.7630 -0.1426 -3.6708
H -4.0651 -1.7046 -3.4489
H -4.5764 -0.1820 -2.6825
H -4.6603 -0.3666 -4.4613
H -2.8095 0.8143 -3.7665
C -3.4841 -2.7750 2.2294
O -2.4942 -1.7754 2.0456
H -4.3774 -2.3083 2.6421
H -3.7300 -3.2379 1.2695
H -3.1213 -3.5371 2.9253
H -1.7142 -2.2092 1.6798
*
```

Calculated atomic charges, method Mulliken, unit e:
1 N -0.6095
2 C 0.5990
3 O -0.4887
4 Al 0.2789
5 C -0.5193
6 N -0.6516
7 H -0.2486
8 H -0.2368
9 H 0.2164
10 H 0.2305
11 H 0.2194
12 H 0.2686
13 C -0.4417
14 O -0.5192
15 H 0.2205
16 H 0.1787
17 H 0.2191
18 H 0.3219
19 C -0.5805
20 O -0.4671
21 H 0.2102
22 H 0.2796
23 H 0.2656
24 H 0.2843
25 C -0.5341
26 O -0.4763
27 H 0.2050
28 H 0.2475
29 H 0.2373
30 H 0.2910

---

Entry 5:
Below is C5H18F15O24S5Zn2 as an isolated structure, with properties calculated with wB97M-V/def2-TZVPD.

For the highest occupied orbital energy, the calculation gives -7.59 eV.

Structure (ORCA input):
```
! wB97M-V def2-TZVPD RIJCOSX def2/J DEFGRID3
* xyz -1 1
Zn 3.0646 9.2375 -14.9726
Zn 5.0716 14.3823 -23.6929
C 5.0021 17.3883 -17.3517
F 3.9621 16.7204 -16.8752
F 5.2084 18.3525 -16.4477
F 6.0162 16.6818 -17.5859
S 4.3933 18.1589 -19.0742
O 4.6502 17.1542 -20.1680
O 2.9803 18.4674 -18.7820
O 5.3247 19.3267 -19.1837
C 8.5987 10.6778 -19.2010
F 8.8170 11.6917 -18.4298
F 9.0726 11.0004 -20.4463
F 9.0980 9.5641 -18.7070
S 6.6355 10.3932 -19.5207
O 6.0180 10.4216 -18.1700
O 6.2653 11.5113 -20.4131
O 6.4214 9.1473 -20.2501
C 0.1474 4.5321 -19.3731
F 0.4560 5.3548 -20.3321
F -0.9781 4.8968 -18.7933
F 0.0315 3.2980 -19.9671
S 1.6268 4.5392 -18.0292
O 1.0689 3.7177 -16.9358
O 2.7526 3.8967 -18.7704
O 1.8266 5.9251 -17.6877
C -2.6723 11.5170 -18.1514
F -3.4439 12.4317 -18.7763
F -3.2507 11.1876 -16.9827
F -2.4534 10.4413 -18.9075
S -1.0083 12.4331 -17.7682
O -0.4717 12.8494 -19.0883
O -1.4568 13.4873 -16.8783
O -0.2010 11.4135 -17.0844
C 12.0576 16.5178 -22.8524
F 12.3845 15.3392 -22.3785
F 11.4727 17.2577 -21.8800
F 13.1433 17.0737 -23.3162
S 10.7122 16.1737 -24.2231
O 11.3048 15.2388 -25.1524
O 9.4938 15.5928 -23.5867
O 10.3678 17.4652 -24.8548
O 8.3807 3.8787 -18.8193
H 7.5051 4.2262 -18.9891
H 8.8678 4.0516 -19.6250
O 15.1832 10.1273 -20.0574
H 15.6880 10.7743 -19.5647
H 14.5953 9.7379 -19.4101
O 12.9392 9.5229 -24.1529
H 12.8477 8.5919 -23.9502
H 12.7645 9.9674 -23.3234
O 5.3259 11.7094 -26.1431
H 4.5133 11.3238 -26.4707
H 6.0097 11.3366 -26.6996
O 1.3134 14.0373 -23.7407
H 0.8930 13.5773 -23.0141
H 0.5891 14.4340 -24.2248
O 14.4008 13.9311 -16.2183
H 13.9972 13.1021 -15.9611
H 14.0655 14.5674 -15.5868
O 6.1528 7.1422 -13.9089
H 6.1082 6.2722 -13.5123
H 7.0624 7.4148 -13.7879
O 6.3519 4.6673 -23.6737
H 6.2230 5.3623 -23.0283
H 6.5118 5.1302 -24.4961
O 10.3854 8.4363 -13.8566
H 10.7297 8.7820 -14.6801
H 10.6698 9.0662 -13.1943
*
```

Calculated atomic charges, method Mulliken, unit e:
1 Zn 0.6806
2 Zn 0.7962
3 C 0.6667
4 F -0.2198
5 F -0.2249
6 F -0.1799
7 S 1.0375
8 O -0.4626
9 O -0.5210
10 O -0.5136
11 C 0.6136
12 F -0.1916
13 F -0.2168
14 F -0.2000
15 S 1.0482
16 O -0.5605
17 O -0.5507
18 O -0.5246
19 C 0.6159
20 F -0.2084
21 F -0.2044
22 F -0.2311
23 S 1.0637
24 O -0.5501
25 O -0.5290
26 O -0.5000
27 C 0.6193
28 F -0.2223
29 F -0.2139
30 F -0.1963
31 S 1.0759
32 O -0.5262
33 O -0.5537
34 O -0.5299
35 C 0.6442
36 F -0.2012
37 F -0.2056
38 F -0.1898
39 S 1.0948
40 O -0.5266
41 O -0.4882
42 O -0.5377
43 O -0.6393
44 H 0.3240
45 H 0.3151
46 O -0.6289
47 H 0.3173
48 H 0.3130
49 O -0.6316
50 H 0.3136
51 H 0.3170
52 O -0.6147
53 H 0.3126
54 H 0.3106
55 O -0.6258
56 H 0.3291
57 H 0.3051
58 O -0.6316
59 H 0.3120
60 H 0.3195
61 O -0.6289
62 H 0.3124
63 H 0.3181
64 O -0.6373
65 H 0.3253
66 H 0.3122
67 O -0.6267
68 H 0.3167
69 H 0.3153

---

Entry 6:
Below is a 2-piece molecular cluster, C5H18N2O overall, with properties calculated with wB97M-V/def2-TZVPD.

For the highest occupied orbital energy, the calculation gives -17.14 eV. The energy relative to the best compared isomer or geometry (same formula, charge and spin) comes out at 11.3 kcal per mole.

Structure (ORCA input):
```
! wB97M-V def2-TZVPD RIJCOSX def2/J DEFGRID3
* xyz 2 1
C 1.4056 0.1452 1.0467
C 0.0123 -0.4692 0.9365
C -0.6209 -0.1791 -0.4271
C -2.1285 -0.4710 -0.4804
C -2.7541 -0.0323 -1.8013
N -3.0731 1.4628 -1.7836
N 2.1010 -0.3050 2.3367
H 2.1346 0.1326 0.2286
H 1.2863 1.2130 1.1949
H 0.0625 -1.5431 1.1159
H -0.5666 -0.0589 1.7737
H -0.3175 0.8232 -0.7437
H -0.0486 -0.7597 -1.1401
H -2.5956 0.0246 0.3760
H -2.2191 -1.5395 -0.3189
H -2.1174 -0.2970 -2.6357
H -3.7299 -0.4967 -1.9299
H -2.5663 2.0967 -2.4154
H -2.9131 1.8764 -0.8711
H -4.0526 1.5461 -2.0125
H 2.2160 -1.3129 2.4718
H 1.5757 0.1703 3.0653
H 3.0571 0.0605 2.2697
H 5.8245 -0.1484 0.1225
H 5.0820 -1.3856 -0.4215
O 4.9457 -0.5532 0.0426
*
```

Calculated atomic charges, method Mulliken, unit e:
1 C -0.9290
2 C -0.5926
3 C -0.7679
4 C -0.7441
5 C -0.6424
6 N -0.2883
7 N -0.2691
8 H 0.4961
9 H 0.3402
10 H 0.4433
11 H 0.4360
12 H 0.4744
13 H 0.3688
14 H 0.3851
15 H 0.3789
16 H 0.3526
17 H 0.3738
18 H 0.3681
19 H 0.3367
20 H 0.3666
21 H 0.3405
22 H 0.3820
23 H 0.3596
24 H 0.3333
25 H 0.3240
26 O -0.6268